# 1
DFT (ωB97M-V/def2-TZVPD) results for C43H46MnN11 as an isolated structure.

* LUMO (alpha / beta): -1.591 / -1.626 eV
* calculated total energy: -3419.43168 a.u.
* Kohn-Sham gap (alpha / beta): 8.0 / 8.5 eV
* F_max: 0.53 eV Å⁻¹
* energy above the lowest of the compared OMol25 structures with the same formula, charge and spin: 0.000 eV
* expectation value of S²: 8.754

ORCA input file:
```
! RIJCOSX wB97M-V def2-TZVPD def2/J DEFGRID3
* xyz 1 6
Mn -0.574 1.016 -0.565
C 0.223 0.691 -3.993
C 1.559 0.278 -3.395
C 2.179 1.409 -2.626
C 3.529 1.711 -2.759
C 4.037 2.830 -2.125
C 3.170 3.634 -1.402
C 1.843 3.256 -1.318
N 1.349 2.155 -1.893
N -0.946 0.418 -3.121
C -1.313 -0.990 -3.351
C -2.402 -1.535 -2.462
C -2.855 -2.838 -2.667
C -3.853 -3.328 -1.851
C -4.376 -2.504 -0.861
C -3.859 -1.231 -0.731
N -2.885 -0.750 -1.511
C -2.053 1.267 -3.584
C -2.329 2.515 -2.790
C -2.841 3.632 -3.434
C -3.368 4.666 -2.679
C -3.396 4.536 -1.301
C -2.818 3.411 -0.740
N -2.252 2.439 -1.458
H 0.064 0.183 -4.952
H 0.237 1.762 -4.198
H 2.242 -0.021 -4.192
H 1.435 -0.600 -2.759
H 4.161 1.078 -3.367
H 5.086 3.082 -2.211
H 3.507 4.535 -0.910
H 1.143 3.854 -0.754
H -0.424 -1.611 -3.227
H -1.628 -1.112 -4.399
H -2.424 -3.444 -3.455
H -4.223 -4.337 -1.982
H -5.167 -2.843 -0.206
H -4.232 -0.560 0.034
H -2.977 0.692 -3.524
H -1.918 1.529 -4.639
H -2.851 3.669 -4.516
H -3.774 5.546 -3.161
H -3.840 5.290 -0.666
H -2.805 3.275 0.334
C 3.793 -3.856 2.426
C 2.295 -3.939 2.485
C 1.647 -5.130 2.786
C 0.262 -5.216 2.825
C -0.498 -4.084 2.575
C 0.125 -2.879 2.291
C 1.511 -2.809 2.236
N 2.163 -1.586 1.942
C 1.492 -0.493 1.373
N 1.441 0.569 2.219
C 0.866 1.874 2.173
C 0.127 2.346 1.080
C -0.260 3.692 1.218
C -0.022 4.477 2.336
C 0.652 3.923 3.414
C 1.119 2.620 3.346
C 1.890 2.054 4.512
N 1.012 -0.539 0.175
C 1.260 -1.750 -0.543
C 0.187 -2.602 -0.776
C 0.358 -3.790 -1.468
C 1.614 -4.127 -1.950
C 2.681 -3.269 -1.729
C 2.534 -2.078 -1.024
C 3.724 -1.179 -0.827
H 4.239 -4.842 2.548
H 4.199 -3.219 3.219
H 4.130 -3.447 1.472
H 2.246 -6.011 2.980
H -0.216 -6.160 3.050
H -1.579 -4.131 2.606
H -0.462 -1.988 2.104
H 2.958 -1.363 2.520
H 1.816 0.333 3.119
H -0.755 4.183 0.389
H -0.345 5.511 2.364
H 0.845 4.509 4.306
H 1.929 2.774 5.326
H 2.925 1.817 4.244
H 1.433 1.144 4.914
H -0.782 -2.335 -0.368
H -0.484 -4.453 -1.617
H 1.765 -5.054 -2.488
H 3.663 -3.526 -2.113
H 4.336 -1.154 -1.729
H 4.358 -1.534 -0.012
H 3.423 -0.160 -0.589
N -4.008 1.036 4.815
C -3.147 0.960 3.791
N -2.219 1.919 3.662
N -3.303 -0.057 2.946
C -2.439 -0.074 1.962
N -1.666 -0.069 1.095
H -3.946 1.748 5.517
H -4.708 0.321 4.895
H -2.070 2.601 4.385
H -1.491 1.840 2.959
*
```

Mulliken atomic charge list, values in e, 99 entries: number 1, Mn, carries 0.509; number 2, C, carries -2.211; number 3, C, carries 0.364; number 4, C, carries 0.427; number 5, C, carries -0.723; number 6, C, carries -0.654; number 7, C, carries -0.976; number 8, C, carries -0.083; number 9, N, carries 0.514; number 10, N, carries 1.716; number 11, C, carries -1.646; number 12, C, carries 0.390; number 13, C, carries -1.021; number 14, C, carries -0.545; number 15, C, carries -1.076; number 16, C, carries -0.295; number 17, N, carries 0.396; number 18, C, carries -1.563; number 19, C, carries 0.744; number 20, C, carries -1.190; number 21, C, carries -0.536; number 22, C, carries -1.024; number 23, C, carries -0.352; number 24, N, carries 0.525; number 25, H, carries 0.545; number 26, H, carries 0.706; number 27, H, carries 0.621; number 28, H, carries -0.849; number 29, H, carries 0.529; number 30, H, carries 0.425; number 31, H, carries 0.498; number 32, H, carries 0.276; number 33, H, carries 0.645; number 34, H, carries 0.532; number 35, H, carries 0.519; number 36, H, carries 0.450; number 37, H, carries 0.475; number 38, H, carries 0.576; number 39, H, carries 0.483; number 40, H, carries 0.424; number 41, H, carries 0.486; number 42, H, carries 0.438; number 43, H, carries 0.467; number 44, H, carries 0.513; number 45, C, carries -1.306; number 46, C, carries 0.858; number 47, C, carries -0.814; number 48, C, carries -0.795; number 49, C, carries -0.638; number 50, C, carries -0.730; number 51, C, carries 0.722; number 52, N, carries 0.113; number 53, C, carries -1.642; number 54, N, carries 0.228; number 55, C, carries 0.185; number 56, C, carries -0.838; number 57, C, carries 0.697; number 58, C, carries -1.580; number 59, C, carries -0.965; number 60, C, carries 1.836; number 61, C, carries -1.765; number 62, N, carries 1.918; number 63, C, carries -0.132; number 64, C, carries -0.730; number 65, C, carries -1.023; number 66, C, carries -1.239; number 67, C, carries -0.999; number 68, C, carries 1.246; number 69, C, carries -1.626; number 70, H, carries 0.425; number 71, H, carries 0.331; number 72, H, carries 0.146; number 73, H, carries 0.398; number 74, H, carries 0.401; number 75, H, carries 0.505; number 76, H, carries 0.404; number 77, H, carries 0.404; number 78, H, carries 0.289; number 79, H, carries 0.789; number 80, H, carries 0.468; number 81, H, carries 0.362; number 82, H, carries 0.416; number 83, H, carries 0.347; number 84, H, carries 0.379; number 85, H, carries 0.720; number 86, H, carries 0.578; number 87, H, carries 0.447; number 88, H, carries 0.491; number 89, H, carries 0.563; number 90, H, carries 0.316; number 91, H, carries 0.156; number 92, N, carries -0.380; number 93, C, carries 0.310; number 94, N, carries -0.339; number 95, N, carries -0.958; number 96, C, carries 0.419; number 97, N, carries 0.442; number 98, H, carries 0.193; number 99, H, carries 0.255

# 2
DFT (ωB97M-V/def2-TZVPD) results for C43H47AsF3N4Ru as an isolated structure in a non-equilibrium geometry.

* LUMO (alpha / beta): -1.143 / -1.317 eV
* calculated total energy: -4515.98283 a.u.
* Kohn-Sham gap (alpha / beta): 6.5 / 6.1 eV
* F_max: 2.37 eV Å⁻¹
* expectation value of S²: 0.760

ORCA input file:
```
! RIJCOSX wB97M-V def2-TZVPD def2/J DEFGRID3
* xyz 0 2
Ru 0.195 0.100 -0.086
N -6.312 -3.276 7.130
C -5.531 -2.924 6.364
C -4.554 -2.487 5.412
C -3.597 -3.390 4.948
C -2.663 -2.973 4.019
C -2.669 -1.657 3.558
C -3.619 -0.758 4.040
C -4.566 -1.170 4.960
C -1.668 -1.201 2.561
C -0.882 -0.118 2.914
C -0.705 0.419 4.228
C 0.312 1.330 4.154
C 0.727 1.344 2.797
N 0.035 0.495 2.062
C -1.599 -1.921 1.348
C -2.395 -3.002 0.946
C -1.927 -3.432 -0.292
C -0.873 -2.592 -0.619
N -0.653 -1.679 0.356
H -3.588 -4.406 5.319
H -1.902 -3.657 3.670
H -3.622 0.260 3.675
H -5.312 -0.479 5.328
H -1.251 0.114 5.106
H 0.735 1.921 4.949
H 1.498 1.964 2.364
H -3.224 -3.410 1.499
H -2.298 -4.245 -0.892
H -0.277 -2.586 -1.517
C 4.947 0.345 -0.142
C 4.028 -0.288 0.897
As 2.393 -1.110 0.191
C 2.195 -2.541 1.523
C 2.155 -2.055 2.965
C 3.018 -2.232 -1.285
C 3.499 -1.513 -2.540
H 5.616 1.070 0.323
H 4.396 0.865 -0.929
H 5.567 -0.410 -0.623
H 3.717 0.434 1.656
H 4.544 -1.096 1.421
H 3.033 -3.224 1.357
H 1.277 -3.073 1.275
H 3.075 -1.548 3.255
H 2.024 -2.900 3.644
H 1.328 -1.366 3.132
H 2.159 -2.868 -1.510
H 3.797 -2.882 -0.875
H 2.863 -0.661 -2.774
H 3.464 -2.186 -3.398
H 4.527 -1.167 -2.436
F -0.473 -2.292 -9.336
C 0.577 -1.596 -8.872
F 1.682 -2.307 -9.185
F 0.648 -0.460 -9.595
C 0.487 -1.320 -7.403
C -0.492 -1.912 -6.620
C -0.543 -1.650 -5.263
C 0.383 -0.793 -4.664
C 1.365 -0.202 -5.471
C 1.417 -0.462 -6.824
C 0.335 -0.522 -3.266
C 0.284 -0.290 -2.073
H -1.217 -2.574 -7.071
H -1.308 -2.107 -4.650
H 2.082 0.470 -5.018
H 2.178 0.004 -7.436
C -0.230 5.301 2.894
C 0.243 4.363 1.821
C 1.604 4.312 1.473
C 2.070 3.445 0.504
C 3.523 3.426 0.130
C 1.148 2.612 -0.147
C -0.215 2.624 0.202
C -0.651 3.523 1.193
N -0.948 1.647 -0.403
C -2.368 1.758 -0.774
C -3.258 1.101 0.286
C -2.564 1.023 -2.103
C -2.805 3.213 -0.988
H 0.586 5.917 3.271
H -0.650 4.749 3.735
H -1.008 5.965 2.516
H 2.300 4.982 1.964
H 4.030 4.321 0.490
H 3.652 3.376 -0.953
H 4.031 2.563 0.561
H 1.442 2.049 -1.033
H -1.681 3.506 1.525
H -3.011 0.044 0.387
H -4.308 1.179 -0.004
H -3.128 1.582 1.259
H -2.346 -0.041 -2.002
H -1.897 1.422 -2.865
H -3.597 1.135 -2.436
H -2.970 3.769 -0.069
H -3.755 3.206 -1.524
H -2.081 3.759 -1.595
*
```

How is the electron density shared among the atoms? According to Mulliken, the charges in e are: number 1, Ru, carries -0.371; number 2, N, carries -0.533; number 3, C, carries -0.120; number 4, C, carries 0.591; number 5, C, carries -1.045; number 6, C, carries -0.311; number 7, C, carries 0.277; number 8, C, carries -0.117; number 9, C, carries -1.038; number 10, C, carries 1.358; number 11, C, carries -1.692; number 12, C, carries -0.603; number 13, C, carries -2.261; number 14, C, carries -0.856; number 15, N, carries 2.848; number 16, C, carries -1.129; number 17, C, carries -0.339; number 18, C, carries -1.881; number 19, C, carries -0.712; number 20, N, carries 2.043; number 21, H, carries 0.459; number 22, H, carries 0.532; number 23, H, carries 0.437; number 24, H, carries 0.469; number 25, H, carries 0.708; number 26, H, carries 0.575; number 27, H, carries 0.779; number 28, H, carries 0.753; number 29, H, carries 0.457; number 30, H, carries 0.324; number 31, C, carries -1.632; number 32, C, carries -0.684; number 33, As, carries 0.814; number 34, C, carries -1.020; number 35, C, carries -1.126; number 36, C, carries -0.865; number 37, C, carries -1.120; number 38, H, carries 0.457; number 39, H, carries 0.337; number 40, H, carries 0.376; number 41, H, carries 0.443; number 42, H, carries 0.618; number 43, H, carries 0.545; number 44, H, carries 0.412; number 45, H, carries 0.313; number 46, H, carries 0.424; number 47, H, carries 0.180; number 48, H, carries 0.498; number 49, H, carries 0.552; number 50, H, carries 0.059; number 51, H, carries 0.386; number 52, H, carries 0.315; number 53, F, carries -0.286; number 54, C, carries 0.840; number 55, F, carries -0.259; number 56, F, carries -0.262; number 57, C, carries 0.271; number 58, C, carries -0.756; number 59, C, carries -0.449; number 60, C, carries -0.081; number 61, C, carries -0.160; number 62, C, carries -1.056; number 63, C, carries 0.582; number 64, C, carries -0.171; number 65, H, carries 0.440; number 66, H, carries 0.496; number 67, H, carries 0.450; number 68, H, carries 0.375; number 69, C, carries -1.707; number 70, C, carries 0.354; number 71, C, carries -0.939; number 72, C, carries 0.260; number 73, C, carries -1.589; number 74, C, carries 0.894; number 75, C, carries -0.214; number 76, C, carries -0.188; number 77, N, carries 0.992; number 78, C, carries 1.273; number 79, C, carries -1.448; number 80, C, carries -1.774; number 81, C, carries -1.920; number 82, H, carries 0.393; number 83, H, carries 0.330; number 84, H, carries 0.359; number 85, H, carries 0.330; number 86, H, carries 0.422; number 87, H, carries 0.355; number 88, H, carries 0.047; number 89, H, carries 0.131; number 90, H, carries 0.557; number 91, H, carries 0.073; number 92, H, carries 0.591; number 93, H, carries 0.216; number 94, H, carries 0.115; number 95, H, carries 0.382; number 96, H, carries 0.589; number 97, H, carries 0.406; number 98, H, carries 0.496; number 99, H, carries 0.365

Among the records above, which one has the highest F_max? C43H47AsF3N4Ru